a.
Here is 2 unconnected molecules or ions with the total composition C4H12 from the Open Molecules 2025 dataset. Energies are from ωB97M-V/def2-TZVPD.

```
! wB97M-V def2-TZVPD RIJCOSX def2/J DEFGRID3
* xyz 0 1
C -1.85120 -1.09708 0.11335
C -1.82661 -0.19594 -1.09275
H -1.42719 -0.57001 0.95749
H -2.85400 -1.41547 0.40855
H -1.36259 -2.06615 -0.02146
H -2.02421 -0.73612 -2.02268
H -0.87728 0.32931 -1.20292
H -2.56686 0.59742 -1.04691
C 2.08696 1.22772 0.03268
C 1.70985 0.02866 0.93090
H 1.43138 2.05258 0.31364
H 3.08208 1.62512 0.18566
H 1.80114 0.99060 -0.98838
H 2.49078 -0.71401 0.97331
H 1.41776 0.26953 1.95761
H 0.77001 -0.32616 0.50190
*
```

Summary:
- SMILES: CC.CC
- Gap between HOMO and LUMO: 12.8 eV
- HOMO energy: -11.7 eV

***

b.
Here is 2 unconnected molecules or ions with the total composition C4H12 from the Open Molecules 2025 dataset. Energies are from ωB97M-V/def2-TZVPD.

```
! wB97M-V def2-TZVPD RIJCOSX def2/J DEFGRID3
* xyz 0 1
C 1.40306 0.09471 0.41831
C 2.69539 0.70284 0.58374
H 0.61617 0.81423 0.10652
H 1.32721 -0.63139 -0.35603
H 0.97586 -0.43819 1.33993
H 3.50668 -0.08165 0.49619
H 2.83442 1.21204 1.54600
H 3.04942 1.39810 -0.22038
C -1.96461 0.09857 0.14316
C -2.11204 -0.87397 -1.10284
H -2.84867 0.84927 0.13330
H -2.01781 -0.39917 1.10654
H -1.02309 0.84443 0.03092
H -3.13755 -0.85004 -1.52453
H -2.02533 -2.05684 -0.93058
H -1.38810 -0.79369 -1.98208
*
```

Summary:
- SMILES: CC.CC
- Gap between HOMO and LUMO: 12.0 eV
- HOMO energy: -10.9 eV

***

c.
Here is 2 unconnected molecules or ions with the total composition C4H12 from the Open Molecules 2025 dataset. Energies are from ωB97M-V/def2-TZVPD.

```
! wB97M-V def2-TZVPD RIJCOSX def2/J DEFGRID3
* xyz 0 1
C -1.27451 -1.06105 -0.09873
C -2.54944 -1.88758 -0.31333
H -0.65434 -1.40251 0.66885
H -0.68965 -1.03800 -1.01487
H -1.43084 0.01649 0.14277
H -2.55586 -2.78271 0.36765
H -2.63346 -2.26083 -1.34136
H -3.41862 -1.24452 -0.15280
C 1.64214 1.19225 -0.43136
C 2.24157 1.75154 0.81738
H 2.11581 1.35151 -1.28826
H 1.65246 0.08196 -0.44861
H 0.51456 1.50517 -0.48160
H 3.27422 1.63037 0.91977
H 2.01537 2.78545 0.88888
H 1.75058 1.36244 1.76563
*
```

Summary:
- SMILES: CC.CC
- Gap between HOMO and LUMO: 12.6 eV
- HOMO energy: -11.4 eV

***

d.
Here is 2 unconnected molecules or ions with the total composition C4H12 from the Open Molecules 2025 dataset. Energies are from ωB97M-V/def2-TZVPD.

```
! wB97M-V def2-TZVPD RIJCOSX def2/J DEFGRID3
* xyz 0 1
C -0.90397 0.57856 1.68365
C -1.28309 2.07566 1.36517
H -1.50174 -0.25187 1.95434
H -0.17423 0.35174 0.89785
H -0.43690 0.75729 2.66279
H -1.30454 2.20379 0.27841
H -0.51742 2.74014 1.73024
H -2.28753 2.29467 1.74183
C 1.36103 -1.79865 -1.03063
C 0.67409 -0.81499 -1.95406
H 0.71680 -1.95758 -0.17203
H 1.50127 -2.71856 -1.59272
H 2.38538 -1.67521 -0.66880
H 1.21834 0.10198 -1.93849
H 0.94193 -1.12525 -2.99528
H -0.38943 -0.76171 -1.96228
*
```

Summary:
- SMILES: CC.CC
- Gap between HOMO and LUMO: 12.3 eV
- HOMO energy: -11.2 eV

***

Pick the least stable structure from those above. Pick: b